# 1
The following is a quantum chemistry calculation of 3 unconnected molecules or ions with the total composition C2H11NO2S at a distorted geometry, from the OMol25 dataset.

Element x y z (Å)
C 0.71 0.89 0.35
C 0.11 1.21 -0.99
S -1.60 0.50 -1.23
N 2.04 1.57 0.52
H -0.02 1.15 1.15
H 1.01 -0.30 0.43
H -0.04 2.27 -1.23
H 0.66 0.81 -1.95
H -1.29 -0.73 -1.84
H 2.34 1.09 1.37
H 1.87 2.55 0.63
H -1.85 -0.53 0.95
H -2.50 -1.73 1.58
O -1.56 -1.34 1.44
H -0.44 -2.26 0.16
H 0.73 -2.72 -0.55
O -0.18 -2.42 -0.79

- <S²> = 0.754
- total charge = +1
- multiplicity = 2
- E (eV) = -18662.6779

Now the natural (NBO) charges, all in e:
1 C -0.268
2 C -0.537
3 S 0.601
4 N -0.794
5 H 0.196
6 H 0.228
7 H 0.266
8 H 0.285
9 H 0.231
10 H 0.383
11 H 0.367
12 H 0.445
13 H 0.504
14 O -0.920
15 H 0.496
16 H 0.488
17 O -0.971

=====

# 2
The following is a quantum chemistry calculation of 3 unconnected molecules or ions with the total composition C2H11NO2S2 at a distorted geometry, from the OMol25 dataset.

Element x y z (Å)
N -0.51 -1.33 -2.82
C -1.30 -0.65 -1.81
C -0.86 0.87 -1.53
S 0.05 1.31 -0.03
S -1.19 0.51 1.42
H 0.51 -1.16 -2.75
H -0.75 -1.43 -3.83
H -2.31 -0.58 -2.26
H -1.22 -1.20 -0.82
H -0.46 1.28 -2.54
H -1.90 1.30 -1.43
H -1.62 1.73 1.79
H 5.93 1.54 3.05
H 5.81 3.04 3.33
O 6.46 2.36 3.06
H -1.57 -2.96 1.97
H -3.00 -2.17 2.55
O -2.08 -2.46 2.64

- total charge = 0
- E (eV) = -29506.7383

Now the natural (NBO) charges, all in e:
1 N -0.885
2 C -0.210
3 C -0.599
4 S 0.100
5 S -0.124
6 H 0.361
7 H 0.382
8 H 0.199
9 H 0.188
10 H 0.242
11 H 0.214
12 H 0.130
13 H 0.468
14 H 0.468
15 O -0.936
16 H 0.500
17 H 0.496
18 O -0.993

=====

# 3
The following is a quantum chemistry calculation of 4 unconnected molecules or ions with the total composition C2H11NO5 at a distorted geometry, from the OMol25 dataset.

Element x y z (Å)
O -1.15 0.07 -0.02
C -1.28 1.19 0.46
N -0.36 2.15 0.28
C 0.78 1.98 -0.63
O 0.36 2.02 -1.95
H -2.19 1.48 0.99
H -0.53 3.10 0.57
H 1.52 2.72 -0.43
H 1.23 1.02 -0.37
H -0.11 1.23 -2.23
H -1.21 -2.44 1.40
H 0.28 -2.89 2.14
O -0.27 -2.61 1.42
H 1.58 -1.45 0.99
H 1.84 -0.24 1.85
O 2.30 -0.94 1.37
H 0.04 -2.42 -0.69
H -0.93 -1.61 -1.44
O -0.63 -2.53 -1.36

- total charge = 0
- E (eV) = -13979.8095

Now the natural (NBO) charges, all in e:
1 O -0.664
2 C 0.531
3 N -0.625
4 C 0.082
5 O -0.714
6 H 0.128
7 H 0.399
8 H 0.185
9 H 0.187
10 H 0.488
11 H 0.521
12 H 0.506
13 O -1.020
14 H 0.482
15 H 0.464
16 O -0.947
17 H 0.473
18 H 0.473
19 O -0.948